[1]
A 2-piece molecular cluster, C34H39BO4 overall in a non-equilibrium geometry. Source: the OMol25 dataset; level of theory: wB97M-V/def2-TZVPD.

Calculated values
- Kohn-Sham gap (eV) = 8.61
- LUMO (eV) = 0.5
- SMILES = COc1ccc(C(Cc2ccccc2)c2ccc(OC)cc2)cc1.CC1(C)OB(c2ccccc2)OC1(C)C

Geometry as XYZ:
```
78
Properties=species:S:1:pos:R:3:forces:R:3
C -0.81153 -0.12231 -3.24137 0.0 -0.4 0.4
H 2.99511 -1.90615 -3.21351 0.0 0.5 0.4
C 4.30463 -0.20615 -3.24557 0.3 0.9 -0.2
C -1.87794 -4.47333 2.28853 0.2 0.0 -0.1
H 5.36512 3.48969 -4.55800 0.0 -0.1 0.1
B -1.22409 -0.80541 3.25243 0.9 -0.1 -2.0
C 3.50947 -1.41829 0.84670 -0.1 -0.5 0.2
H -2.36634 2.70699 -2.16690 -0.2 0.2 -0.1
H 0.61795 -1.76970 -3.37614 -0.2 0.3 0.0
H -4.87059 2.96391 -1.83563 0.1 -0.1 -0.1
C 5.59582 3.28789 -3.50576 0.1 -0.6 0.1
H -2.52756 -5.04099 1.62460 0.1 0.2 0.1
C -1.02184 -2.34590 3.09938 0.4 -0.2 -0.2
C -3.35352 1.10904 -3.28676 0.9 -0.4 0.2
C -2.34326 1.15270 3.23648 -0.2 -0.2 0.4
H -0.55732 3.20030 2.24666 0.1 -0.4 -0.1
C -1.94719 -0.85260 -3.67486 0.6 0.3 0.1
O -2.37102 -0.21600 2.73845 0.6 0.4 1.1
H -0.44220 -1.46731 -1.12566 0.5 0.4 -0.5
C -3.19052 -0.23542 -3.72264 -0.2 0.7 0.3
H 5.19380 -0.80401 -3.04813 -0.1 0.2 -0.2
C 2.74681 -3.60214 0.18849 0.1 -0.1 -0.1
C -4.96659 2.91392 -2.92513 0.0 -0.6 -0.3
C -0.34824 2.18885 4.68590 -0.2 0.1 0.1
H 4.40030 -3.29288 1.58405 -0.5 0.4 -0.6
H -4.04871 1.69213 2.00474 0.2 -0.1 0.2
C -1.78591 -3.07983 2.17229 -0.3 -0.4 0.5
C 3.66334 -2.81882 0.90807 -0.8 0.3 0.1
C -0.20691 -4.44617 4.01253 0.2 0.0 -0.1
C -3.16485 1.17838 4.54801 0.1 0.1 0.0
C 1.77942 -3.01706 -0.64697 0.5 0.2 0.2
H -4.40610 3.72563 -3.39792 0.0 -0.1 0.1
H 6.61391 3.62927 -3.30075 -0.2 -0.3 0.0
H 4.17000 -0.77027 1.41666 0.0 -0.1 -0.1
H -0.53163 1.71609 1.25340 0.2 0.0 0.5
H 0.44024 0.04728 -0.94232 -0.2 -0.3 -0.4
H -0.59700 1.64942 5.60430 0.0 0.1 -0.1
O -0.20760 0.08460 3.57007 -1.4 0.1 0.2
H 0.44635 -4.98838 4.69701 -0.1 0.2 -0.1
H 0.88824 2.18793 2.24550 -0.4 -0.2 0.1
C 2.46903 -0.84561 0.11404 0.4 -0.2 -0.1
O 5.56536 1.86712 -3.22014 0.3 0.4 -0.4
C 0.55669 -0.77168 -2.90737 -0.2 0.0 -1.9
C 1.98135 1.28234 -3.69506 -0.2 -0.3 0.1
H 2.76896 -4.69349 0.29730 0.1 0.4 -0.2
C 3.22894 1.89691 -3.79884 0.5 -0.3 0.5
H 0.73940 2.32260 4.64540 -0.2 -0.1 0.0
H -2.52649 2.28035 1.31859 -0.1 -0.3 0.3
O -4.58694 1.63852 -3.45410 -0.4 0.0 0.1
C 0.49615 -0.94161 -1.43910 -0.2 -0.6 3.3
H 1.16184 -3.62003 -1.31243 0.0 -0.1 0.4
C 1.86945 -0.04985 -3.28532 -0.3 -0.1 -0.9
H -3.27639 2.22280 4.87696 0.1 -0.3 0.1
C -1.14340 -5.16207 3.26063 -0.1 0.6 0.2
C 1.62007 -1.63093 -0.66933 0.1 0.0 -0.1
H 3.30160 2.95717 -3.99260 -0.2 -0.1 -0.2
H -2.34018 -2.56150 1.38587 -0.1 -0.1 0.4
H 1.08759 1.85463 -3.96367 0.3 -0.2 0.3
H 2.33600 0.24177 0.10135 0.1 -0.4 0.1
H -1.33694 -6.21837 3.46994 0.3 0.3 -0.3
C 3.05729 -0.81055 -3.24045 -0.2 0.2 0.1
C -1.03621 1.12990 -2.67774 0.3 -0.2 -0.1
H -3.20717 3.03583 2.76456 0.0 0.0 -0.2
H -0.20046 1.54586 -2.12101 -0.3 0.4 -0.2
C -0.10529 -3.05320 3.89318 -0.5 -0.3 0.1
H -2.72304 0.57817 5.36741 -0.1 0.3 -0.5
C -0.78356 1.42122 3.44597 0.0 0.2 -0.4
C -3.05538 2.07646 2.25579 0.0 0.4 -0.1
C 4.39918 1.20127 -3.45417 -1.2 -0.2 0.4
H -0.79412 3.18960 4.71585 0.0 -0.2 0.0
H -4.09653 -0.76204 -4.03365 0.4 0.1 0.0
H 4.90212 3.84827 -2.86968 0.0 -0.2 0.0
H -6.02463 2.97480 -3.20080 0.3 0.3 0.2
C -2.26504 1.76941 -2.68794 -0.6 -0.6 -0.4
C -0.21223 2.15034 2.22002 0.2 0.1 -0.3
H -4.18173 0.80297 4.34402 0.5 0.0 0.0
H -1.86048 -1.92491 -3.90259 0.0 0.6 -0.1
H 0.65316 -2.48740 4.43886 -0.3 -0.3 0.1
```
Forces are in eV/Å.

[2]
C34H39BiFN7O3STe as an isolated structure in a non-equilibrium geometry. Source: the OMol25 dataset; level of theory: wB97M-V/def2-TZVPD.

Calculated values
- Kohn-Sham gap (eV) = 7.09
- LUMO (eV) = -4.8
- net charge = +2

Geometry as XYZ:
```
87
Properties=species:S:1:pos:R:3:forces:R:3
H -1.20745 -8.01385 -8.22115 -0.1 0.0 -0.1
H -1.65731 4.78913 1.15269 0.0 0.0 -0.1
N 1.03657 2.48581 1.99243 0.6 0.8 0.3
H 3.27512 1.24418 3.84643 0.0 0.0 0.0
H 3.86481 -5.39560 -3.62851 0.0 0.0 0.1
C -6.41802 -1.53424 4.48859 -0.1 -0.1 0.0
C 2.63682 4.41827 3.91640 0.1 -0.2 0.0
H 2.45198 4.20955 4.97003 0.0 0.0 0.0
C -4.87969 -2.14572 2.73517 0.1 0.2 0.0
H -3.09803 -7.72645 -6.77366 0.0 0.0 -0.2
H -0.09532 4.50664 1.94024 0.0 0.0 0.0
C -5.79437 -0.30030 4.61883 0.1 0.1 0.0
N 2.85750 -3.63228 -3.13184 0.1 0.1 0.1
C -5.96570 -2.44906 3.55419 0.0 0.0 0.0
H -6.45849 -3.40921 3.45930 0.0 0.0 0.0
H 3.61587 3.51806 2.21570 0.0 0.0 0.0
Te -2.63521 -2.25731 0.72858 -1.4 -0.5 0.7
C 0.58424 -6.55491 -6.88148 -0.2 0.1 0.0
C -4.37810 -3.13065 1.71748 0.1 -0.2 -0.2
C -2.31133 0.78352 -1.79766 -0.1 0.0 0.0
C -1.55783 2.55175 -0.49811 -0.4 -0.1 -0.4
C -1.00403 -4.84024 -4.05384 0.1 0.1 0.0
H -3.23739 0.31752 1.43253 0.0 0.0 0.0
H 2.17659 -5.58640 -4.83646 0.0 0.0 0.0
H 1.42456 -5.86672 -6.86436 0.0 0.0 0.0
H 5.32402 -4.40970 -5.36895 0.0 0.0 0.0
C -4.25568 -0.91440 2.87353 0.0 -0.1 0.0
H -2.64035 -6.02165 -6.58204 0.0 0.0 -0.1
N 0.09033 2.08905 1.13969 -0.4 -0.3 -0.2
C 1.34410 -5.07287 -4.37730 0.1 -0.2 -0.1
H -2.20163 -0.38702 2.68708 0.0 -0.1 0.0
N -1.58765 1.24448 -0.78420 0.1 0.1 -0.1
C -2.29888 3.45481 -1.25493 0.1 0.0 0.2
C 2.01027 -1.84867 -1.75036 0.0 0.1 0.0
C -0.64380 4.41376 1.01026 0.1 0.0 0.0
H 0.16931 -6.19696 -8.98609 -0.1 -0.1 -0.1
C -1.27599 -7.41019 -5.63299 0.0 0.1 -0.1
H -3.66830 1.22114 -3.40120 0.0 0.0 0.0
H -1.64851 -3.36018 -2.67122 0.0 0.0 0.0
H 3.65417 -3.96524 -5.74880 0.0 0.0 0.0
H 4.03316 -2.22555 -2.15932 0.0 -0.1 0.0
H -1.78766 -7.41226 -4.67728 0.0 0.0 0.0
C -3.07841 1.62073 -2.58954 0.0 0.1 0.1
H -2.16199 -6.80880 -8.81128 0.0 0.0 0.0
O 3.64538 -0.36751 -0.95875 -0.1 0.0 0.0
H -0.14798 5.02844 0.25559 0.0 0.0 0.0
N -1.53237 -7.05929 -8.04799 0.0 0.1 0.0
Bi -0.19714 -0.18304 0.68796 0.9 0.0 -0.3
H 3.20636 5.34446 3.84090 0.0 0.0 0.0
C 0.06215 -5.49418 -4.70044 0.0 0.1 0.2
H -6.14574 0.41824 5.34693 0.0 0.0 0.0
H 1.68827 4.55469 3.41061 -0.1 0.0 0.0
H -3.65968 3.66523 -2.89374 0.0 0.0 0.0
H -2.26780 -0.28760 -1.95819 0.0 0.0 0.0
O -0.33005 -1.81709 -1.32253 0.2 0.1 -0.2
H -0.92490 -8.43501 -5.81160 0.0 0.0 0.0
C 3.43282 3.29033 3.26787 -0.2 0.2 0.0
C -3.05743 -0.57857 2.03109 0.2 0.2 -0.1
H -2.26846 4.51097 -1.03276 0.0 0.0 0.0
C 3.01916 -2.56008 -2.34243 0.0 0.0 0.1
C 2.46367 -0.62105 -0.99643 0.2 0.0 0.0
C -0.34547 -6.14319 -8.02796 0.5 0.2 0.1
N -0.11983 -6.53766 -5.61698 -0.1 -0.1 -0.2
H 4.39305 3.19964 3.77092 0.0 -0.1 -0.1
C 1.57964 -4.04135 -3.46197 -0.4 0.1 0.0
N 2.79665 1.97355 3.34695 0.0 0.1 0.1
H 0.97480 -7.56098 -7.07611 0.1 0.0 0.0
H 4.85914 -4.13314 -2.93635 -0.1 0.0 0.1
C 0.66585 -2.29481 -1.91143 0.0 0.1 0.1
C -0.80398 -3.84024 -3.14911 0.0 -0.1 0.0
C 4.46089 -3.84044 -5.02574 0.0 -0.1 0.1
O 1.56087 0.17215 -0.46475 -0.4 0.0 0.0
H -5.14332 -3.35392 0.97514 0.1 0.1 -0.1
C -2.26220 -7.02958 -6.73592 -0.1 -0.1 0.5
F -2.27849 -5.17770 -4.37190 0.0 -0.1 0.0
H -4.09262 -4.07140 2.18665 0.1 0.0 0.0
S 1.33623 -0.12255 2.77042 0.0 -0.1 0.3
C -0.67842 2.98042 0.59582 0.4 0.1 0.5
H -0.71241 -5.12922 -7.87423 -0.1 0.0 0.0
C 4.05039 -4.32235 -3.63832 0.2 0.0 -0.4
C -3.06845 2.97783 -2.30369 -0.1 -0.1 -0.1
C 1.72416 1.58633 2.65871 -0.3 -0.2 -0.3
H 4.73885 -2.78731 -4.99896 0.0 0.0 0.0
C -4.71273 0.00592 3.81323 0.0 0.0 0.0
C 0.48940 -3.40670 -2.84530 0.0 -0.1 -0.1
H -7.25874 -1.78234 5.12266 0.0 0.0 0.0
H -4.20885 0.96069 3.91182 0.0 0.0 0.0
```
Forces are in eV/Å.

[3]
C34H39Br2IrN6O5PS4 as an isolated structure in a non-equilibrium geometry. Source: the OMol25 dataset; level of theory: wB97M-V/def2-TZVPD.

Calculated values
- 2S+1 = 6
- energy above the lowest of the compared OMol25 structures with the same formula, charge and spin (kcal/mol) = 0.0
- Kohn-Sham gap (spin up / spin down) (eV) = 6.67 / 5.59
- LUMO (spin up / spin down) (eV) = 0.2 / -2.5

Geometry as XYZ:
```
92
Properties=species:S:1:pos:R:3:forces:R:3
C 4.65230 -0.90497 -3.39933 0.0 -0.6 -0.2
O -0.40926 -1.21797 1.98159 -0.3 -0.4 0.3
C 3.51625 -1.20607 -4.37958 0.2 0.1 -0.1
C -0.73189 -3.12971 -2.26330 0.2 0.3 0.1
H -5.18067 1.02612 0.70407 0.1 0.0 0.0
C 3.36431 3.31909 -3.31166 -0.2 0.3 -0.3
C 3.33577 0.50803 2.42109 -0.5 0.2 0.1
C -1.71431 -2.37166 3.66590 -0.1 0.0 0.7
H 5.35251 3.89015 -3.89344 0.0 0.0 0.0
H -3.19534 -3.43351 7.02915 0.0 0.0 0.1
C 3.62795 1.85260 2.54675 0.3 0.0 -0.1
C -4.75910 0.58536 1.60995 -0.3 0.2 0.0
C -3.18087 0.84786 4.20337 0.1 0.2 -0.2
H -1.09738 -2.16018 6.97180 0.0 -0.1 0.0
S 5.13325 1.04975 -0.19757 0.7 -0.2 0.9
Ir -0.54600 0.51369 0.64293 0.0 -0.5 0.1
H -3.74023 2.04800 -2.73629 0.1 0.1 0.1
H -1.06482 2.66047 -3.77021 0.4 0.2 0.1
C -0.45821 -1.89158 -1.70142 -0.4 -0.2 0.1
O 3.86751 2.68556 -2.12934 0.2 -0.2 0.2
N -2.10808 -2.62994 1.39764 -0.8 -0.1 -0.9
H 1.35569 2.58599 -3.08880 -0.2 0.0 0.1
C -1.59251 -2.43167 6.04938 0.0 0.2 -0.4
H -3.34276 -1.12417 -0.42881 -0.1 -0.1 0.0
H -1.11426 0.71011 -5.26854 0.0 0.0 0.1
H 3.15928 3.87304 1.96982 0.0 0.0 0.1
H -4.94564 -0.49146 1.58344 -0.1 0.0 0.1
C -0.50743 1.36475 3.85020 -0.3 0.1 0.5
H -2.57027 2.69387 -4.62313 0.0 -0.1 -0.1
H 4.92854 -2.89653 -2.62913 0.0 0.1 0.0
N -1.39216 -1.21287 -1.03532 0.0 0.0 -0.2
H -0.37917 1.51957 5.98971 0.0 0.0 0.0
H -2.67390 0.18619 -4.59588 0.2 0.1 0.0
N -2.55110 0.92760 0.54251 1.4 -0.6 0.6
H -0.10830 -1.49823 4.77921 -0.1 0.1 0.0
C -2.89771 -3.10341 3.71843 0.0 0.0 0.4
C 4.46324 3.44776 -4.34372 0.3 0.0 -0.3
N -1.25832 1.19624 2.78395 0.1 0.0 -0.3
H 3.99083 -0.21454 2.87197 0.1 -0.3 0.0
H -2.80673 0.94006 6.30275 0.0 0.1 0.0
H 1.11702 3.23117 0.81698 0.0 -0.2 0.0
H -3.92810 -3.36398 -1.22557 0.0 -0.1 -0.1
P 4.04408 1.16303 -1.73152 -0.4 0.3 -1.2
C -2.26597 1.83307 -1.45227 0.5 -0.5 0.2
H 3.56277 -0.55700 -5.26591 0.0 -0.1 0.3
H 3.72626 -1.95697 -1.72579 0.1 -0.1 0.0
S 2.22933 0.32564 -1.46380 0.0 0.0 0.3
H 3.58383 -2.23852 -4.73070 0.0 0.0 0.1
H 3.10840 4.31833 -2.94645 0.0 -0.1 -0.1
C 2.16849 0.13880 1.77110 0.4 0.1 0.4
C -2.78044 -3.14251 6.07472 -0.5 -0.2 0.3
O 4.59143 0.51294 -3.08077 0.0 0.0 0.2
H -4.37629 -4.09086 4.92282 0.1 0.1 0.2
H 1.89799 -0.89990 1.73003 -0.1 -0.2 0.0
H 4.14653 4.09130 -5.17424 0.0 -0.1 0.2
H -5.27595 1.02334 2.46350 0.0 -0.1 0.0
C 2.86950 2.83249 1.92942 0.0 0.0 0.1
H 5.61317 -0.99195 -3.90793 -0.1 0.1 -0.1
N -2.74522 2.21767 -2.64748 -0.9 0.1 -0.4
Br 5.17327 2.32735 3.50593 0.3 0.2 0.1
C 1.72935 2.44800 1.25707 -0.2 0.2 0.0
H -2.17645 -4.71067 -2.46087 0.0 0.2 0.1
C 1.33448 1.10400 1.21406 -0.6 -0.1 -0.3
H -4.23146 0.59568 4.31097 0.2 0.0 -0.1
C -2.61626 -1.72689 -0.94819 0.2 0.5 0.0
C -3.46699 -3.50065 4.91626 0.4 0.1 -0.5
S -3.40544 -3.37882 2.03915 0.4 -0.1 -0.3
C -1.72893 0.69750 -4.36618 -0.4 0.1 0.1
C 2.11057 2.66845 -3.86277 0.1 -0.1 0.0
C -1.35474 -2.03843 2.25863 0.6 0.7 0.2
Br 0.60215 -3.96410 -3.29795 0.1 -0.1 0.0
C -1.99660 2.12957 -3.88928 0.0 -0.1 -0.2
H -1.21548 0.12158 -3.59085 0.0 0.1 -0.1
C -2.60162 0.99361 2.90389 -0.4 -0.3 0.1
H 2.54317 -1.07112 -3.89968 0.1 0.0 0.0
C -2.38636 1.05036 5.30984 -0.1 0.0 -0.2
S -0.58956 1.87521 -1.12956 0.9 0.7 -0.3
O -3.38708 -4.76778 1.67379 -0.1 0.1 0.3
O -4.61450 -2.64490 1.73107 0.3 -0.1 0.2
C -1.03321 1.36103 5.14318 0.1 -0.2 -0.1
N -3.09113 1.40884 -0.53270 -1.7 0.6 -0.7
H 0.54907 1.48252 3.67371 0.2 0.1 0.0
C -3.30788 0.84298 1.69597 -0.7 0.2 1.0
H 1.72214 3.27006 -4.68666 0.0 0.0 0.0
C -1.05193 -2.02592 4.83085 0.1 -0.2 -0.1
C -1.97257 -3.71412 -2.07603 -0.2 -0.1 -0.3
H 2.31960 1.66220 -4.22665 0.0 0.0 -0.1
C -2.94313 -2.97103 -1.43174 -0.1 -0.3 -0.2
H 4.74083 2.47456 -4.75586 -0.1 0.0 0.1
H 5.43611 -1.62868 -1.49235 0.3 0.0 0.1
H 0.50800 -1.42093 -1.76673 0.2 -0.2 -0.1
C 4.69474 -1.90893 -2.22658 -0.5 0.6 -0.3
```
Forces are in eV/Å.

no.,E_tot (Ha)
1,-1644.85062
2,-2908.25738
3,-9210.15917